Below is 2 unconnected molecules or ions with the total composition C4H12OP2 in a non-equilibrium geometry, with properties calculated with ωB97M-V with the def2-TZVPD basis set.

```
19
Properties=species:S:1:pos:R:3:mulliken_charge:R:1
H -1.82736 -0.19069 -1.05565 0.4323
C -1.58739 0.76747 -0.79777 -1.2037
P -0.56712 -1.40807 2.32774 0.0231
O -0.38084 0.09967 2.02029 -0.5050
H -0.27607 2.56384 0.69530 0.3374
H 0.96651 -3.32207 1.84257 0.4121
H -1.56408 1.56834 -1.50413 0.4200
H -1.06796 -1.76346 1.03550 -0.0819
C 1.15914 0.15170 -1.71562 -0.7526
H 2.29693 0.13869 -1.45579 0.2559
H -2.17712 0.97406 0.15340 0.3085
P 0.24632 0.76834 -0.39522 0.8346
H 0.57546 3.09607 -0.65375 0.3976
H 1.43040 -1.89898 1.00951 0.1043
H 1.50199 2.37093 0.79657 0.3343
C 1.01534 -2.33448 1.99688 -0.7738
H 1.77945 -2.09983 2.84570 0.2297
C 0.61748 2.44485 0.15228 -1.0445
H 0.75063 -0.66408 -2.34195 0.2718
```

Kohn-Sham gap (alpha / beta)   5.8343 / 6.1068 eV
HOMO level (alpha / beta)   -6.90 / -7.07 eV
Energy above the lowest of the compared OMol25 structures with the same formula, charge and spin   90.6 kcal per mole
F_max   5.985 eV/A
Net charge   0